*i*
An isolated molecule of C2H6O2S, computed with ωB97M-V/def2-TZVPD.

Values from the calculation:
- SMILES = CC[SH](=O)=O
- gap between HOMO and LUMO (eV) = 10.6
- charge = 0
- lowest unoccupied orbital energy (eV) = -0.006

Atoms and positions in Å:
H  0.58  -1.15  -1.05
H  0.84  1.07  1.05
H  2.13  -0.84  -0.19
H  0.80  -2.02  0.39
C  1.09  -1.05  0.01
H  -0.36  -0.13  1.53
S  -1.06  0.82  -0.45
H  -1.41  2.37  -0.01
C  0.29  0.11  0.76
O  -2.25  0.04  -0.21
O  -0.66  0.79  -1.82

These are the Löwdin partial charges, in e, on atoms 1 to 8: number 1, H, carries 0.10; number 2, H, carries 0.10; number 3, H, carries 0.07; number 4, H, carries 0.06; number 5, C, carries -0.10; number 6, H, carries 0.04; number 7, S, carries 0.63; number 8, H, carries 0.13

*ii*
An isolated molecule of C2H6O2S, computed with ωB97M-V/def2-TZVPD.

Values from the calculation:
- SMILES = OC(O)CS
- gap between HOMO and LUMO (eV) = 9.7
- charge = 0
- lowest unoccupied orbital energy (eV) = 0.626

Atoms and positions in Å:
H  0.71  0.50  1.60
O  -0.58  -1.32  0.18
H  -1.95  1.35  -0.21
H  -1.52  -1.66  -0.01
O  -1.75  0.41  -0.22
C  0.70  0.63  0.53
S  2.23  -0.06  -0.08
H  0.01  -0.12  -1.49
H  0.60  1.69  0.24
C  -0.46  -0.04  -0.24
H  2.01  -1.38  -0.30

These are the Löwdin partial charges, in e, on atoms 1 to 8: number 1, H, carries 0.07; number 2, O, carries -0.04; number 3, H, carries 0.11; number 4, H, carries 0.15; number 5, O, carries 0.02; number 6, C, carries -0.51; number 7, S, carries 0.71; number 8, H, carries 0.18

Tell me which of them is the least stable. Sure, it is *i*.

*i*
A cluster of 2 separate species, C6H10N3P in total, computed with ωB97M-V/def2-TZVPD.

Values from the calculation:
- SMILES = CCc1[nH]nnc1C.C#P
- gap between HOMO and LUMO (eV) = 9.1
- charge = 0
- lowest unoccupied orbital energy (eV) = 0.336

Atoms and positions in Å:
H  1.39  -0.83  0.28
H  -2.17  -1.05  -0.20
C  -0.42  0.02  0.43
C  -2.06  2.04  0.45
H  -1.02  -2.03  0.87
H  0.56  -1.70  -1.14
N  0.90  -0.01  0.59
H  -0.65  -0.83  -1.94
H  -0.84  -2.56  -1.72
C  3.91  -0.39  0.31
H  -2.78  1.32  0.14
P  3.79  -1.58  -0.63
N  1.45  1.18  0.48
C  -1.09  -1.28  0.07
H  -1.90  2.93  -0.11
H  -2.28  2.52  1.48
N  0.50  2.01  0.59
C  -0.74  1.42  0.45
H  3.93  0.48  0.87
C  -0.45  -1.65  -1.26

These are the Löwdin partial charges, in e, on atoms 1 to 8: number 1, H, carries 0.05; number 2, H, carries 0.13; number 3, C, carries -0.23; number 4, C, carries -0.05; number 5, H, carries 0.11; number 6, H, carries 0.00; number 7, N, carries 0.01; number 8, H, carries 0.10

*ii*
A cluster of 2 separate species, C6H10N3P in total, computed with ωB97M-V/def2-TZVPD.

Values from the calculation:
- SMILES = CCc1[nH]nnc1C.C#P
- gap between HOMO and LUMO (eV) = 9.3
- charge = 0
- lowest unoccupied orbital energy (eV) = 0.483

Atoms and positions in Å:
C  0.44  -0.25  0.71
H  -0.05  -0.70  -2.09
H  0.93  2.23  -0.90
H  1.95  0.79  1.58
C  1.61  0.71  0.55
P  -2.22  1.20  -1.29
N  -1.07  -1.88  0.53
H  0.20  2.23  0.73
C  -0.10  -1.22  -0.15
C  -3.14  0.02  -0.86
C  0.33  -1.61  -1.52
H  -3.62  -0.99  -0.61
H  1.48  -1.72  -1.73
H  -0.25  -2.49  -1.80
C  1.14  2.10  0.18
H  -0.27  0.14  2.67
H  1.81  2.86  0.74
N  -1.19  -1.38  1.69
H  2.30  0.44  -0.24
N  -0.28  -0.46  1.80

These are the Löwdin partial charges, in e, on atoms 1 to 8: number 1, C, carries -0.25; number 2, H, carries 0.05; number 3, H, carries 0.07; number 4, H, carries 0.10; number 5, C, carries -0.18; number 6, P, carries 0.70; number 7, N, carries 0.02; number 8, H, carries 0.05

Tell me which of them is the least stable. Sure, it is *i*.